No. 1
# C46H121N9O14

A cluster of 10 separate species, C46H121N9O14 in total at a distorted geometry (ωB97M-V with the def2-TZVPD basis set, the OMol25 dataset).

The geometry in XYZ format:
```
190
Properties=species:S:1:pos:R:3:forces:R:3
C -0.065 -0.203 -0.772 -0.1 0.2 0.7
C -0.192 -0.584 0.699 -0.3 -1.4 0.0
O -1.142 -1.657 0.735 -0.2 0.4 -0.8
H 0.036 -1.103 -1.379 0.1 0.0 0.1
H 0.770 0.471 -0.964 0.1 -0.1 0.0
H -0.985 0.294 -1.080 0.0 0.0 -0.1
H -0.517 0.189 1.395 -0.1 0.6 -0.3
H 0.710 -1.005 1.142 0.6 0.3 -0.3
H -1.319 -1.865 1.655 -0.2 -0.2 0.8
C 3.422 -9.667 -4.993 -0.9 0.7 0.2
O 2.139 -9.025 -5.026 -0.2 -0.3 0.3
C 1.206 -9.577 -4.083 -0.2 1.1 0.5
C -0.106 -8.759 -4.013 1.0 -0.2 -0.7
N -0.035 -7.438 -3.454 -0.1 1.4 -0.7
C -1.361 -6.786 -3.543 0.7 -0.9 0.3
C -1.195 -5.329 -3.212 -0.4 0.0 0.7
O -0.695 -5.223 -1.876 0.6 0.0 -0.2
C -0.566 -3.856 -1.513 -0.7 0.1 0.2
H 3.336 -10.728 -5.228 0.0 -0.2 0.1
H 3.867 -9.516 -4.009 0.2 -0.2 0.1
H 4.057 -9.180 -5.734 -0.2 0.0 0.0
H 1.581 -9.493 -3.063 0.7 -0.6 0.1
H 0.968 -10.594 -4.393 0.0 -0.2 0.3
H -0.915 -9.262 -3.483 0.0 -1.1 -0.3
H -0.299 -8.676 -5.082 -0.9 0.3 0.0
H 0.136 -7.336 -2.464 0.8 -0.8 0.1
H -1.981 -7.311 -2.816 -0.6 0.3 0.3
H -1.821 -7.026 -4.501 0.2 0.6 -0.3
H -2.141 -4.792 -3.150 -0.3 0.1 -0.8
H -0.500 -4.894 -3.931 0.0 0.3 0.0
H 0.117 -3.291 -2.147 0.4 -0.2 -0.1
H -0.317 -3.746 -0.458 0.3 -0.3 -0.2
H -1.526 -3.350 -1.619 -0.3 0.1 0.0
C 3.725 9.678 0.757 -1.1 -0.7 0.1
O 2.876 8.555 0.400 1.0 -0.3 0.3
C 1.508 8.922 0.153 0.5 0.4 -0.7
C 0.607 7.774 -0.367 0.3 -0.6 1.1
N 0.107 6.872 0.759 0.3 2.2 -2.2
C 1.151 5.993 1.166 -0.2 -0.7 0.7
C 0.677 5.108 2.314 -0.4 -0.5 -0.2
O -0.113 3.995 1.761 0.6 -0.5 1.6
C -0.720 3.200 2.837 0.7 0.4 -0.7
H 4.761 9.407 0.962 -0.3 -0.8 0.0
H 3.295 10.088 1.671 0.2 0.5 0.0
H 3.813 10.419 -0.037 -0.5 0.2 -0.2
H 1.651 9.708 -0.589 -0.8 0.2 -0.4
H 1.079 9.393 1.037 -0.2 -0.2 0.3
H 1.101 7.208 -1.156 0.9 -0.4 0.2
H -0.217 8.126 -0.989 -0.4 0.6 0.8
H -0.645 6.338 0.349 -0.5 0.1 0.3
H 2.027 6.603 1.390 0.1 -0.3 0.5
H 1.450 5.288 0.391 0.2 -0.2 -0.4
H 0.024 5.580 3.047 0.1 0.6 -0.1
H 1.566 4.784 2.855 0.0 -0.7 0.0
H 0.037 3.020 3.601 -0.2 0.0 0.1
H -1.062 2.225 2.492 0.4 0.1 -0.5
H -1.615 3.663 3.254 0.1 0.5 0.1
C 1.681 -3.439 3.783 -0.7 -1.8 -0.4
O 1.338 -2.108 3.844 0.8 1.5 0.5
C 1.932 -1.379 4.927 -0.5 0.8 -0.5
C 1.620 0.123 4.667 1.0 -1.4 -1.5
N 0.203 0.390 4.401 0.3 -0.1 2.3
C -0.438 0.366 5.732 -2.4 0.9 -0.6
C -2.009 0.627 5.623 0.5 -0.3 0.2
O -2.711 -0.569 5.299 -1.3 -0.8 0.1
C -4.170 -0.442 5.200 0.9 0.4 1.3
H 1.031 -3.861 3.016 0.2 -0.1 -0.3
H 1.413 -4.004 4.677 0.0 0.1 0.6
H 2.703 -3.727 3.538 0.3 0.6 -0.1
H 3.018 -1.472 4.930 0.1 -0.3 0.1
H 1.504 -1.750 5.859 0.1 -0.1 0.2
H 2.222 0.339 3.785 -0.3 0.0 -0.6
H 2.154 0.758 5.374 -0.9 0.1 0.7
H -0.193 -0.436 3.976 0.3 -0.1 -0.9
H 0.030 1.113 6.373 -0.2 0.4 -0.2
H -0.339 -0.556 6.306 0.1 -0.5 -0.2
H -2.347 1.316 4.848 0.7 0.7 0.0
H -2.343 0.980 6.599 -0.1 0.2 0.2
H -4.466 0.434 4.623 0.1 -0.2 -0.5
H -4.612 -0.308 6.187 0.3 0.4 0.5
H -4.669 -1.370 4.920 0.7 0.0 -0.8
C 7.242 -5.630 3.746 -0.4 0.4 0.5
O 6.216 -4.646 3.466 1.2 -1.8 0.0
C 6.698 -3.347 3.745 -1.0 -0.8 0.0
C 5.553 -2.427 3.423 1.6 0.1 0.1
N 5.538 -2.267 1.994 -0.2 -0.3 -0.2
C 4.638 -1.238 1.568 -1.3 -0.2 -1.1
C 4.180 -1.465 0.077 0.5 0.0 0.0
O 3.510 -2.726 -0.084 -0.6 -0.3 0.0
C 2.901 -3.022 -1.382 0.9 0.5 0.1
H 7.028 -6.630 3.370 -0.5 0.3 -0.4
H 7.346 -5.754 4.824 -0.1 0.1 0.3
H 8.231 -5.336 3.393 0.0 0.2 -0.4
H 7.527 -3.162 3.062 0.3 0.4 0.4
H 6.923 -3.260 4.808 0.5 -0.1 0.2
H 5.864 -1.519 3.940 -0.5 0.6 -0.3
H 4.642 -2.817 3.876 -0.2 0.1 0.0
H 5.188 -3.129 1.599 0.1 -0.4 -0.1
H 5.103 -0.276 1.783 0.0 0.3 -0.7
H 3.735 -1.249 2.179 -0.5 0.0 0.1
H 5.055 -1.469 -0.573 0.4 0.0 0.0
H 3.573 -0.636 -0.289 -0.4 0.1 0.3
H 3.635 -3.207 -2.166 0.6 0.6 0.0
H 2.251 -2.216 -1.721 -0.1 0.1 0.2
H 2.360 -3.967 -1.431 -0.2 0.1 1.1
C -2.274 6.570 -2.959 0.1 0.3 -0.6
C -2.269 5.199 -3.699 0.5 0.7 1.5
C -1.065 4.260 -3.443 -0.3 0.8 -0.1
O -0.918 3.985 -2.074 0.3 -1.3 0.4
C -0.066 2.839 -1.790 0.3 1.3 1.1
N -3.507 4.604 -3.319 -1.2 -0.4 -0.6
H -1.374 7.167 -3.105 0.3 -0.2 0.1
H -2.537 6.564 -1.901 0.4 -0.6 0.1
H -3.082 7.172 -3.372 -0.1 -0.1 -0.4
H -2.286 5.412 -4.767 0.1 -0.1 -0.1
H -0.173 4.755 -3.828 0.4 -0.2 -0.2
H -1.250 3.319 -3.961 0.1 0.0 -0.4
H -0.185 2.567 -0.742 -0.8 0.0 0.0
H 0.972 3.167 -1.730 0.3 0.1 -0.8
H -0.165 1.944 -2.404 -0.4 0.4 -0.4
H -3.629 3.695 -3.743 0.2 -0.3 0.2
H -3.646 4.523 -2.322 0.4 -0.1 -0.1
C 3.439 0.512 -2.874 -0.2 0.3 -0.1
C 3.605 0.490 -4.378 -0.7 0.4 -0.7
C 4.882 0.981 -5.025 1.2 0.1 0.5
O 5.179 2.336 -4.662 0.4 0.7 -0.3
C 6.154 3.084 -5.437 -0.7 -1.2 0.0
N 3.370 -0.875 -4.834 0.3 -0.6 -0.2
H 3.348 1.515 -2.459 0.4 0.1 -0.1
H 4.174 -0.079 -2.328 0.1 0.1 -0.2
H 2.455 0.074 -2.709 -0.1 -0.2 0.2
H 2.808 1.090 -4.819 -0.2 0.6 0.3
H 4.844 0.803 -6.100 -0.4 0.5 -0.4
H 5.692 0.320 -4.719 0.4 -0.1 0.3
H 5.732 3.388 -6.394 -0.2 0.0 -0.1
H 7.048 2.497 -5.649 0.1 -0.3 0.1
H 6.489 3.988 -4.928 -0.4 -0.2 0.5
H 3.235 -0.873 -5.835 0.3 0.1 -0.5
H 2.435 -1.128 -4.548 -0.4 -0.3 0.5
C -4.558 5.375 0.102 0.4 -1.6 0.6
C -3.436 4.478 0.792 -0.4 1.4 -2.3
C -3.470 2.971 0.434 0.4 0.6 0.8
O -4.447 2.310 1.231 0.4 -0.5 0.4
C -4.205 0.903 1.314 -0.7 0.1 -0.9
N -2.167 5.120 0.318 -0.9 -0.9 0.5
H -4.319 6.438 0.138 -0.1 -0.1 0.5
H -5.529 5.099 0.514 -0.2 0.4 0.1
H -4.624 5.145 -0.962 0.1 -0.1 0.0
H -3.500 4.512 1.879 0.0 0.3 0.0
H -2.457 2.668 0.699 0.2 -0.6 0.3
H -3.536 2.697 -0.619 -0.4 0.3 -0.3
H -3.273 0.585 1.782 0.3 0.4 0.1
H -4.230 0.516 0.296 0.3 -0.3 -0.2
H -5.025 0.393 1.820 -0.1 0.4 0.3
H -1.405 4.618 0.751 0.2 0.0 0.5
H -1.995 4.839 -0.637 -0.4 0.0 -0.6
C -3.721 -3.401 2.895 -1.1 -0.5 -0.4
C -2.408 -3.614 3.568 0.3 1.7 0.6
C -1.709 -4.849 3.065 -0.4 -0.5 1.9
O -2.619 -5.873 3.484 -0.2 -0.4 -0.8
C -2.228 -7.133 3.035 -0.1 -0.9 -0.6
N -1.647 -2.380 3.471 1.1 0.1 -0.9
H -3.676 -3.625 1.829 0.0 -0.3 0.0
H -4.124 -2.389 2.931 0.3 0.1 0.4
H -4.409 -4.066 3.417 -0.4 0.0 -0.5
H -2.609 -3.674 4.638 -0.1 -1.1 0.2
H -0.835 -5.080 3.673 0.7 0.5 -0.2
H -1.433 -4.837 2.011 -0.4 -0.1 -0.2
H -2.869 -7.935 3.401 -0.1 0.3 0.7
H -1.195 -7.377 3.283 0.2 0.1 0.2
H -2.331 -7.271 1.959 0.2 0.5 -0.4
H -0.715 -2.505 3.840 0.3 -0.1 0.0
H -2.069 -1.715 4.103 -0.2 0.2 -0.1
C -7.474 2.199 -1.584 1.4 -0.1 -0.1
C -6.129 2.626 -2.284 -0.6 0.3 -0.1
C -5.307 1.387 -2.720 -0.1 0.1 1.2
O -3.977 1.680 -3.141 -1.0 0.6 -0.4
C -3.237 0.531 -3.500 0.0 0.1 0.4
N -6.425 3.555 -3.391 0.3 -0.8 -0.3
H -7.263 1.782 -0.599 0.1 -0.3 0.0
H -7.964 1.444 -2.197 -0.1 0.1 0.0
H -8.167 3.016 -1.383 0.2 0.2 -0.4
H -5.461 3.184 -1.627 -0.2 -0.3 0.8
H -5.875 0.727 -3.376 0.1 0.2 -0.7
H -5.173 0.812 -1.804 -0.3 -0.3 0.4
H -2.233 0.873 -3.752 -0.1 -0.1 -0.3
H -3.716 -0.018 -4.311 0.1 0.0 -0.2
H -3.136 -0.137 -2.645 -0.1 -0.2 0.2
H -6.858 4.396 -3.037 -0.3 0.0 0.3
H -5.503 3.881 -3.647 0.0 0.3 -0.7
```
Positions in Å, forces in eV/Å.

Values from the calculation:
Highest occupied orbital energy (spin up / spin down)   0.676 / -6.768 eV
Multiplicity   2
Charge   -1
<S²>   0.751
Frontier orbital gap (spin up / spin down)   1.31 / 8.67 eV

Atomic partial charges in e from the Mulliken method, atoms 1 to 6: number 1, C, carries 0.59; number 2, C, carries 1.68; number 3, O, carries -0.21; number 4, H, carries -0.27; number 5, H, carries -0.01; number 6, H, carries -0.67

No. 2
# C44H34ClCrN5O14PS

A structure of composition C44H34ClCrN5O14PS at a distorted geometry (ωB97M-V with the def2-TZVPD basis set, the OMol25 dataset).

The geometry in XYZ format:
```
101
Properties=species:S:1:pos:R:3:forces:R:3
Cr 0.390 -0.449 -0.952 -0.2 0.4 -0.6
O 0.162 -4.759 2.824 0.0 0.0 0.0
C 0.749 -3.732 3.419 0.0 0.0 0.0
O 1.147 -3.789 4.555 0.0 0.0 0.0
C 0.906 -2.486 2.611 -0.1 0.0 0.0
C 1.537 -1.317 3.024 0.2 -0.1 -0.1
Cl 2.276 -0.935 4.495 0.0 0.0 0.0
N 1.498 -0.421 2.016 -0.2 0.0 0.1
N 0.822 -0.946 0.981 0.2 0.1 0.2
C 0.464 -2.173 1.318 -0.1 0.0 -0.1
C -0.351 -2.890 0.276 -0.1 0.0 0.1
O -0.707 -4.051 0.466 0.0 0.0 0.0
O -0.614 -2.172 -0.746 0.2 0.0 0.0
C 1.994 0.930 1.994 0.1 -0.1 0.0
C 1.096 1.970 1.850 0.0 0.1 -0.1
C 1.588 3.266 1.810 0.0 0.0 -0.1
C 2.952 3.498 1.911 0.1 0.0 0.0
C 3.839 2.436 2.042 0.0 0.1 0.0
C 3.361 1.137 2.082 0.0 0.0 0.0
H -0.136 -4.558 1.888 -0.1 0.1 0.1
H 0.043 1.769 1.707 -0.1 0.0 0.0
H 0.902 4.085 1.649 0.0 0.0 0.0
H 3.333 4.509 1.847 0.0 0.0 0.0
H 4.904 2.617 2.083 0.0 0.0 0.0
H 4.038 0.297 2.170 0.0 0.0 0.0
O -0.266 -0.130 -2.853 0.8 -1.0 0.1
C 0.625 -0.122 -3.981 -0.1 0.0 0.1
C 0.691 -1.526 -4.551 0.0 0.0 0.0
C 0.894 -2.609 -3.477 0.0 0.1 0.0
C 2.135 -2.370 -2.666 0.0 0.1 -0.1
C 3.352 -2.885 -3.099 -0.1 0.0 -0.1
C 4.517 -2.589 -2.423 0.0 0.0 0.1
C 4.444 -1.797 -1.288 0.1 0.0 0.0
C 3.214 -1.315 -0.912 -0.1 0.0 -0.1
N 2.075 -1.578 -1.583 0.1 0.0 0.0
H -0.794 0.701 -2.782 -0.5 0.7 -0.1
H 1.601 0.253 -3.663 0.0 -0.1 0.0
H 0.222 0.566 -4.725 0.0 0.0 0.0
H 1.504 -1.550 -5.281 0.0 -0.1 0.0
H -0.238 -1.743 -5.082 0.0 0.0 0.0
H 0.981 -3.582 -3.962 0.0 0.0 0.0
H 0.020 -2.646 -2.830 0.0 0.0 0.0
H 3.365 -3.495 -3.992 0.0 0.0 0.0
H 5.474 -2.941 -2.782 0.0 0.0 0.0
H 5.330 -1.491 -0.755 0.0 0.1 0.0
H 3.127 -0.634 -0.079 0.0 0.0 0.0
O -2.920 2.283 -0.216 0.3 0.0 -0.5
S -2.285 1.294 -1.033 -0.3 0.2 0.2
O -1.857 1.712 -2.360 -0.4 0.2 -0.2
O -1.149 0.638 -0.315 0.4 -0.3 0.3
C -3.393 -0.085 -1.304 -0.1 0.2 -0.3
C -3.962 -0.151 -2.569 0.0 -0.1 -0.1
C -4.741 -1.238 -2.941 0.1 0.1 0.0
C -4.904 -2.283 -2.049 0.0 0.0 0.0
C -4.357 -2.198 -0.777 0.0 -0.2 0.0
C -3.631 -1.086 -0.357 -0.1 0.0 0.3
P -2.974 -1.035 1.368 0.1 0.1 0.0
C -3.553 0.607 1.946 -0.2 -0.2 0.1
C -4.718 1.217 1.488 -0.1 0.0 0.2
C -5.107 2.447 1.988 0.0 -0.1 0.1
C -4.340 3.080 2.958 0.0 0.0 0.0
C -3.185 2.476 3.427 0.0 0.0 0.0
C -2.795 1.245 2.918 0.0 0.0 0.0
C -4.150 -2.105 2.292 0.2 -0.2 0.1
C -3.543 -2.950 3.218 0.0 0.0 0.0
C -4.296 -3.770 4.049 -0.1 -0.1 0.0
C -5.678 -3.759 3.955 0.0 0.0 0.0
C -6.298 -2.917 3.039 0.0 0.0 0.0
C -5.542 -2.098 2.218 -0.1 0.1 0.0
H -3.759 0.646 -3.270 0.0 0.0 0.0
H -5.185 -1.277 -3.927 0.0 0.0 0.0
H -5.460 -3.167 -2.333 0.0 0.0 0.0
H -4.486 -3.029 -0.098 -0.1 0.0 0.0
H -5.306 0.747 0.708 0.0 0.0 0.0
H -6.005 2.920 1.612 0.0 0.0 0.0
H -4.640 4.047 3.340 0.0 0.0 0.0
H -2.579 2.966 4.178 0.0 0.0 0.0
H -1.892 0.773 3.284 0.1 0.0 0.0
H -2.463 -2.965 3.291 0.1 0.0 0.0
H -3.797 -4.421 4.754 0.0 0.0 0.0
H -6.272 -4.404 4.589 0.0 0.0 0.0
H -7.379 -2.894 2.968 0.0 0.0 0.0
H -6.050 -1.438 1.524 0.1 0.0 0.0
O 0.591 2.999 -1.423 -0.1 0.1 0.0
C 1.583 2.311 -1.334 0.1 -0.1 0.0
O 1.580 1.009 -1.135 0.2 -0.1 0.1
C 2.971 2.889 -1.440 0.0 -0.1 0.0
C 4.082 2.068 -1.523 -0.1 0.0 0.0
C 5.379 2.613 -1.560 -0.1 0.1 0.0
C 5.533 4.012 -1.525 0.1 0.0 0.0
C 4.396 4.784 -1.447 0.1 0.1 0.0
C 3.106 4.274 -1.408 -0.1 0.0 0.0
N 4.561 6.251 -1.379 0.0 0.0 0.0
O 5.679 6.713 -1.516 -0.1 0.0 0.0
O 3.565 6.925 -1.177 0.1 0.0 0.0
N 6.482 1.788 -1.596 0.0 -0.1 0.0
O 6.294 0.520 -1.567 -0.1 -0.1 0.0
O 7.638 2.297 -1.636 0.1 0.1 0.0
H 3.982 0.997 -1.554 0.0 0.0 0.0
H 6.518 4.448 -1.548 0.0 0.0 0.0
H 2.244 4.918 -1.347 0.0 0.0 0.0
```
Positions in Å, forces in eV/Å.

Values from the calculation:
Highest occupied orbital energy (spin up / spin down)   -2.974 / -6.074 eV
Multiplicity   5
Charge   -1
Relative energy (zero: lowest compared OMol25 entry of this formula, charge and spin)   0.0 kJ/mol
<S²>   6.044
Frontier orbital gap (spin up / spin down)   4.89 / 7.58 eV

Atomic partial charges in e from the Mulliken method, atoms 1 to 6: number 1, Cr, carries -0.49; number 2, O, carries -0.61; number 3, C, carries 0.15; number 4, O, carries -0.62; number 5, C, carries 0.38; number 6, C, carries 0.54

No. 3
# C5H7O2S3

The ion C5H7O2S3 with charge -1 at a distorted geometry (ωB97M-V with the def2-TZVPD basis set, the OMol25 dataset).

The geometry in XYZ format:
```
17
Properties=species:S:1:pos:R:3:forces:R:3
C -0.190 2.220 -0.943 0.2 0.3 0.3
C 0.168 1.087 -0.006 0.1 0.5 0.0
C 0.929 0.117 -1.102 -0.8 -0.1 1.3
C -0.984 0.669 0.905 0.6 -1.5 -0.8
C 1.154 -2.533 0.104 0.2 0.6 -0.1
O -1.318 2.061 -1.647 -0.2 0.1 -0.2
O 0.507 3.190 -1.101 -0.1 0.0 0.0
S -0.475 0.292 2.560 0.2 0.4 -0.6
S -2.502 0.215 0.390 0.1 0.2 0.3
S 2.044 -0.976 -0.363 0.2 -0.4 0.0
H 0.986 1.423 0.639 -0.1 0.1 -0.2
H 0.198 -0.420 -1.708 -0.2 0.1 -0.1
H 1.790 -3.069 0.802 0.0 -0.2 0.1
H 0.975 -3.131 -0.786 -0.1 -0.1 0.0
H 0.215 -2.266 0.579 -0.1 -0.1 0.1
H -1.653 -0.201 2.945 -0.2 -0.1 0.0
H -1.844 1.320 -1.268 0.1 0.1 -0.1
```
Positions in Å, forces in eV/Å.

Values from the calculation:
Highest occupied orbital energy (spin up / spin down)   -2.924 / -2.926 eV
Charge   -1
Relative energy (zero: lowest compared OMol25 entry of this formula, charge and spin)   46.2 kJ/mol
Frontier orbital gap (spin up / spin down)   5.62 / 5.62 eV

Atomic partial charges in e from the Mulliken method, atoms 1 to 6: number 1, C, carries 0.53; number 2, C, carries -0.36; number 3, C, carries -0.85; number 4, C, carries 0.46; number 5, C, carries -0.75; number 6, O, carries -0.39